{
  "formula": "C30H84N16O14",
  "method": "the ωB97M-V functional and the def2-TZVPD basis",
  "total_charge": -1,
  "homo_lumo_gap_ev": [1.5330, 8.6516],
  "multiplicity": 2,
  "homo_energy_ev": [0.670, -6.498],
  "elements": ["O", "O", "O", "O", "O", "O", "O", "O", "O", "O", "O", "O", "O", "O", "N", "N", "N", "N", "N", "N", "N", "N", "N", "N", "N", "N", "N", "N", "N", "N", "C", "C", "C", "C", "C", "C", "C", "C", "C", "C", "C", "C", "C", "C", "C", "C", "C", "C", "C", "C", "C", "C", "C", "C", "C", "C", "C", "C", "C", "C", "H", "H", "H", "H", "H", "H", "H", "H", "H", "H", "H", "H", "H", "H", "H", "H", "H", "H", "H", "H", "H", "H", "H", "H", "H", "H", "H", "H", "H", "H", "H", "H", "H", "H", "H", "H", "H", "H", "H", "H", "H", "H", "H", "H", "H", "H", "H", "H", "H", "H", "H", "H", "H", "H", "H", "H", "H", "H", "H", "H", "H", "H", "H", "H", "H", "H", "H", "H", "H", "H", "H", "H", "H", "H", "H", "H", "H", "H", "H", "H", "H", "H", "H", "H"],
  "positions_angstrom": [[-2.4336, -4.0653, -2.5706], [-1.0530, -0.1209, -4.2084], [-4.7822, -1.9432, -6.2687], [-4.3583, -0.7605, 0.1637], [7.7326, -3.6751, 1.6038], [-3.8001, 2.2080, 2.1181], [2.6508, 1.0041, 6.9545], [4.3720, -0.8913, 2.8753], [-4.8677, 2.5761, -3.2646], [0.3720, -0.7550, 1.0859], [-0.6473, -0.9019, 4.3264], [0.8874, 5.2319, -1.8994], [-0.1320, 4.0781, 2.8832], [4.3848, 0.9494, -2.1612], [-5.1980, 1.2409, -0.4610], [-1.3602, 0.3610, -0.0245], [0.5079, 5.0277, 0.8752], [5.8449, -1.9577, 0.3730], [1.9020, 2.2171, -1.6405], [-1.7176, -1.5126, 0.8318], [-5.6552, -0.5429, -1.6689], [-1.7240, -2.2142, -4.7046], [0.4534, 2.9948, 0.9132], [-2.8644, 2.3846, 4.0402], [-3.3143, 2.3047, -4.8041], [0.2133, 2.5827, 5.4933], [-4.9228, -2.9621, -3.4342], [-2.8965, 1.6833, -2.7477], [-1.9676, -1.3554, -2.5861], [-2.8133, 0.4258, 2.9668], [-4.6264, -0.8829, -7.2914], [3.4661, -0.5599, 3.8745], [-0.1931, 0.0381, 5.3477], [1.7373, 2.0188, 7.4639], [0.1496, 6.4811, -2.1467], [1.5097, 3.1325, -2.7017], [-5.9416, -1.9669, -5.5145], [-3.7189, 2.2417, -3.6424], [-3.6078, -4.0370, -1.7178], [8.2203, -4.9147, 1.4854], [4.9025, -0.8545, 0.4120], [-1.3166, -4.4631, -1.7820], [-5.0318, -0.1148, -0.6079], [3.0347, 0.0171, 7.8869], [7.2170, -1.6236, 0.5045], [1.4722, 2.7873, 6.1696], [0.1729, 4.0398, 1.6810], [5.5970, 0.6329, -2.7873], [-4.8950, -4.0433, -2.4877], [3.7903, -0.9961, 1.4984], [-0.8050, -0.6446, 0.7449], [0.2408, 1.3767, 4.7011], [1.9993, 0.7848, -1.9616], [8.0573, -2.8751, 0.4410], [0.2715, 3.9982, -2.3139], [-1.5301, -1.1994, -3.8768], [-3.1906, 1.6925, 2.9826], [-5.9232, -3.2140, -4.4995], [-1.0923, -2.2089, 4.8265], [3.2550, 0.4648, -2.8293], [1.1996, 2.5744, -3.5852], [-0.4014, 1.6716, 3.8713], [3.3194, 0.3573, 8.8825], [-5.6212, 1.7707, -1.2095], [2.2552, 2.5474, 5.4503], [-0.7169, 6.6369, -1.5040], [2.8960, 2.2252, -1.4620], [7.3666, -0.8332, -0.2310], [1.2131, 1.2285, 4.2311], [9.0947, -2.5486, 0.3686], [-3.1197, -0.2702, 2.3022], [0.9211, 1.6751, 8.0994], [0.5400, 4.8272, -0.1141], [-5.6703, -3.9072, -1.7338], [-1.2418, -3.8555, -0.8802], [-5.9663, -1.2185, -4.7224], [-4.1525, 2.2290, -5.3625], [-6.2993, 0.0465, -2.1768], [-0.3666, 3.4172, -1.6480], [3.2436, -0.6243, -2.8712], [-0.1590, -2.5436, 5.2793], [-4.2157, -1.1993, -8.2503], [-5.5512, -0.3068, -7.2606], [-0.9641, 0.1456, 6.1107], [0.6629, -0.3785, 5.8785], [-1.4041, -2.4475, 1.0501], [9.1140, -4.8651, 0.8633], [3.8599, -0.6360, 4.8881], [-3.4789, -3.2367, -0.9891], [-1.2910, -2.7963, 3.9301], [-3.9142, -0.1735, -6.8699], [0.8189, 7.3354, -2.0448], [1.7406, 3.8412, 6.2430], [-2.4114, -2.2448, -2.4065], [7.4559, -5.5501, 1.0381], [2.3925, 3.7554, -2.8456], [-3.3404, 1.3764, -1.8940], [8.4863, -5.3079, 2.4665], [3.8464, -0.4707, 7.3472], [-2.3357, 2.4365, -5.0168], [-5.4338, -1.4581, -2.0344], [-0.5551, -4.2435, -2.5305], [-5.8538, -4.1726, -5.0136], [0.5405, 2.0447, 1.2447], [2.3019, -0.7890, 7.8520], [1.1275, 0.2449, -2.3313], [3.1477, 0.4823, 3.8990], [-4.0137, -2.7269, -3.8060], [-1.6104, -1.9717, -5.6785], [3.2872, -1.9581, 1.4002], [0.2919, 5.9781, 1.1402], [5.4884, -2.5637, 1.0981], [-0.3701, 4.0457, -3.1938], [-3.6253, -4.8531, -0.9954], [7.5221, -1.1635, 1.4443], [-1.8359, -2.1798, 5.6229], [-3.1514, 3.3504, 4.1109], [-2.3673, 0.2848, -0.0194], [5.8813, 1.4333, -3.4705], [-1.2604, -5.5381, -1.6110], [-6.8990, -3.2846, -4.0191], [0.8784, 3.1843, 0.0168], [-5.2214, -5.0090, -2.8737], [-1.6908, -0.6748, -1.8931], [-6.8333, -1.9285, -6.1401], [3.1734, 0.8510, -3.8453], [7.8754, -3.3336, -0.5310], [2.3619, 2.5770, 8.1614], [-2.1302, 1.1994, -3.1934], [5.6732, -0.2695, -3.3939], [-0.8493, 1.2320, -0.0049], [6.4503, 0.6920, -2.1116], [-2.6794, -1.3464, 0.5720], [5.4922, 0.0617, 0.4416], [2.6558, -1.2881, 3.8389], [-1.7519, -3.1800, -4.4105], [-4.7786, 1.6836, 0.3442], [2.9565, -0.3173, 1.3196], [0.0730, 3.2017, 4.7077], [2.1331, 0.3428, -0.9743], [-0.1308, 6.5381, -3.1984], [-2.3484, 0.1287, 3.8128], [-2.1115, 2.0580, 4.6288], [4.3508, -0.7669, -0.5240]],
  "atomic_forces_ev_per_a": [[-1.916, -0.926, 1.259], [0.526, 1.057, -0.985], [1.362, 0.124, -1.841], [1.341, -1.571, 1.058], [-0.427, 3.820, -0.971], [-3.141, 2.141, -4.495], [-0.848, 0.020, 1.194], [0.476, 0.203, -2.037], [-0.081, -0.162, -0.867], [-0.245, 0.571, -0.003], [-0.704, 0.602, 0.805], [-1.726, 1.310, 0.017], [-0.084, 0.052, -1.101], [0.397, -0.263, 0.205], [0.198, -0.190, 0.466], [1.446, 1.273, -0.219], [-0.403, 4.775, -0.269], [-1.850, -0.707, 0.408], [-0.020, -1.212, 0.112], [-2.713, -5.879, 1.820], [-1.265, -1.915, -1.997], [-0.150, -0.968, -1.643], [-0.361, -4.021, -0.167], [1.300, 1.420, 3.645], [1.461, 0.948, -7.279], [-0.431, -0.605, 0.592], [-1.278, -0.102, -1.164], [1.219, 0.283, 0.591], [0.062, -0.513, -1.144], [0.901, -1.742, 1.075], [-0.314, 0.079, 2.809], [-0.696, -0.350, 0.597], [-0.078, -0.615, -0.547], [1.964, -0.101, -0.990], [0.621, -0.836, -0.431], [-0.509, -0.481, 0.459], [-0.295, -1.413, 2.081], [-3.782, -0.606, 9.043], [0.498, -0.906, 0.323], [0.821, -2.111, -0.201], [-0.845, 0.400, 0.222], [0.561, 0.294, -1.827], [-0.502, 3.751, 0.408], [0.110, -0.829, -1.800], [0.094, 0.159, 0.748], [0.229, 1.372, -0.415], [0.769, -0.832, 1.703], [1.170, 1.202, -0.687], [-0.033, 0.370, 0.825], [1.238, 0.276, 0.946], [2.807, 2.947, -1.800], [-0.724, -1.207, -0.837], [0.259, -0.562, 0.084], [-0.436, 0.945, -0.429], [1.681, -0.573, -1.435], [-0.346, 1.230, 2.830], [0.314, -1.395, 0.088], [0.233, 1.371, -0.924], [2.475, 1.591, -0.182], [-1.773, -0.635, 0.607], [0.438, -0.075, -0.308], [-0.244, -0.920, -0.286], [-0.111, 0.108, -0.016], [0.349, 0.187, 0.132], [0.483, -0.794, 0.225], [-0.039, -0.328, 0.063], [0.266, 1.800, 0.464], [0.834, -0.425, -0.472], [0.246, -0.163, 0.028], [0.503, -0.362, 0.719], [-0.082, 0.542, 0.095], [-0.504, -0.490, -0.715], [0.154, 0.826, 0.225], [-0.257, 0.457, 0.362], [0.233, -0.120, 0.100], [-0.071, 1.070, -0.479], [0.892, 0.726, -1.393], [0.395, -0.136, 0.062], [0.123, 0.544, 0.973], [0.415, -0.287, -0.246], [-0.124, -0.953, 0.242], [-0.639, -0.514, 0.127], [-0.241, -0.191, -0.958], [-0.381, 0.391, 0.007], [0.269, -0.252, 0.013], [-0.414, -0.081, 0.326], [0.272, -0.689, -0.070], [0.845, -0.485, -0.146], [-0.384, 0.890, -0.360], [-0.431, 0.020, 0.345], [0.382, -0.001, 0.011], [0.342, -0.342, 0.502], [-0.870, 0.407, 0.683], [0.343, 0.324, 0.611], [0.175, -0.543, -0.241], [-0.468, 0.400, -0.723], [0.327, 0.121, -0.038], [0.004, -0.099, 0.069], [0.659, 0.072, 0.590], [-0.462, -0.581, -0.680], [-0.087, -0.149, -0.355], [0.976, 0.091, 0.722], [0.687, -0.174, -0.188], [-0.032, 0.112, 0.268], [-0.540, 0.056, 0.887], [-0.281, 0.596, -0.473], [-0.418, 0.098, -0.766], [0.063, -0.291, -0.312], [0.153, -0.401, 0.186], [0.266, -0.438, 0.057], [-0.011, -0.150, -0.026], [0.789, -0.556, 0.101], [0.091, 0.940, -0.306], [0.222, -0.749, -0.408], [-0.357, 0.347, 0.623], [-0.474, 0.180, -0.389], [0.318, -0.333, -0.285], [-0.033, 1.185, -0.081], [-0.310, 0.304, -0.531], [-0.453, -0.010, 0.375], [-0.217, 0.407, 0.109], [0.230, -0.960, 0.296], [0.826, -0.346, -0.578], [0.036, -0.230, 0.098], [-0.213, -0.122, 0.060], [0.021, 0.221, -0.164], [-0.417, -0.855, 0.205], [-0.029, 0.619, 0.032], [0.273, -0.735, 0.607], [-0.587, -0.424, 0.439], [-0.761, 0.320, -0.060], [-0.386, -0.494, 0.658], [-0.091, -0.339, -0.152], [-0.376, 0.445, 0.572], [-0.691, 0.405, 0.050], [-0.226, 0.170, 0.049], [-0.003, 0.174, 0.233], [0.252, 0.606, 0.268], [0.290, 1.346, 0.534], [0.323, -0.402, -0.003], [-0.387, -0.361, -0.050], [0.143, -0.735, -0.543], [-0.291, 0.435, 0.210], [-0.071, -0.215, -0.142]]
}